# 1
DFT (wB97M-V/def2-TZVPD) results for 4 unconnected molecules or ions with the total composition C21H51FN4O5P.

Net charge: -1
HOMO level, eV: -3.6
Molecular weight, g/mol: 489.634
E, Ha: -1867.191884
Largest force on an atom, eV/A: 0.563
Multiplicity: 1

Each line ends with the Mulliken charge.
Geometry (Å):
C  -5.08  6.39  0.07  -0.75
O  -4.39  5.24  0.47  -0.27
C  -5.20  4.30  1.15  -0.65
C  -4.32  3.38  1.97  -0.75
C  -3.42  2.49  1.11  -0.12
C  -2.28  1.85  1.91  -0.86
C  -1.11  1.33  1.07  -0.24
C  -1.21  -0.16  0.70  -0.61
C  -2.49  -0.56  -0.02  -1.11
P  -2.33  -2.14  -1.11  0.91
F  -2.14  -3.00  0.40  -0.66
C  -1.93  -3.76  -2.03  -0.96
C  -1.21  -3.56  -3.35  -0.42
N  -2.10  -3.07  -4.43  -0.75
C  -4.24  -2.45  -1.11  -1.07
C  -5.12  -1.22  -1.17  -0.39
O  -6.46  -1.50  -1.65  -0.60
H  -5.73  6.19  -0.79  0.29
H  -4.34  7.14  -0.22  0.23
H  -5.70  6.80  0.88  0.31
H  -5.90  4.83  1.81  0.45
H  -5.78  3.71  0.44  0.32
H  -4.99  2.75  2.56  0.34
H  -3.72  3.99  2.66  0.38
H  -4.03  1.70  0.67  -0.09
H  -2.98  3.09  0.31  0.33
H  -2.66  1.04  2.53  0.23
H  -1.89  2.63  2.58  0.53
H  -0.19  1.45  1.66  -0.11
H  -0.97  1.94  0.17  0.39
H  -0.34  -0.42  0.08  0.46
H  -1.12  -0.73  1.63  -0.01
H  -3.26  -0.75  0.74  0.34
H  -2.83  0.28  -0.64  0.58
H  -0.88  -1.88  -1.18  -0.46
H  -2.50  -1.37  -2.35  0.27
H  -1.23  -4.27  -1.36  0.27
H  -2.78  -4.43  -2.17  0.54
H  -0.79  -4.52  -3.67  0.36
H  -0.36  -2.88  -3.18  0.25
H  -2.89  -2.61  -4.01  0.34
H  -1.63  -2.39  -5.00  0.24
H  -4.51  -3.05  -0.23  0.37
H  -4.48  -3.05  -1.99  0.41
H  -5.22  -0.75  -0.19  0.22
H  -4.73  -0.49  -1.89  0.28
H  -6.83  -2.16  -1.04  0.33
C  2.07  -4.53  0.44  -0.87
C  1.75  -5.54  -0.64  0.60
O  0.62  -5.63  -1.08  -0.62
N  2.77  -6.32  -1.11  -0.16
C  4.16  -6.28  -0.71  -0.82
H  1.13  -4.03  0.67  0.21
H  2.45  -5.01  1.34  0.37
H  2.80  -3.79  0.11  0.20
H  2.49  -6.96  -1.83  0.25
H  4.81  -6.03  -1.55  0.27
H  4.48  -7.25  -0.30  0.28
H  4.30  -5.52  0.06  0.28
C  5.18  -0.09  0.31  -1.14
C  4.13  -1.12  0.70  0.68
O  4.33  -2.32  0.58  -0.67
N  2.94  -0.67  1.16  0.01
C  2.51  0.70  1.36  -0.27
H  6.04  -0.64  -0.05  0.34
H  4.80  0.55  -0.48  0.34
H  5.47  0.53  1.16  0.24
H  2.28  -1.40  1.37  0.18
H  2.25  0.88  2.41  0.27
H  1.64  0.92  0.74  0.17
H  3.32  1.38  1.11  -0.22
C  4.44  4.34  0.81  -1.37
C  5.52  3.55  1.50  0.83
O  5.27  2.55  2.16  -0.64
N  6.81  3.97  1.36  -0.15
C  7.29  5.11  0.61  -0.84
H  3.49  3.88  1.02  0.28
H  4.42  5.37  1.17  0.44
H  4.60  4.36  -0.27  0.36
H  7.48  3.40  1.84  0.24
H  7.99  4.80  -0.17  0.29
H  7.81  5.82  1.27  0.28
H  6.46  5.64  0.15  0.31


# 2
DFT (wB97M-V/def2-TZVPD) results for a molecular structure, C21H53O27P4V2 at a distorted geometry.

Net charge: +1
HOMO level, eV: -11.7
Molecular weight, g/mol: 963.412
E, Ha: -6116.977652
Largest force on an atom, eV/A: 7.163
Multiplicity: 1

Each line ends with the Mulliken charge.
Geometry (Å):
O  3.86  -0.44  3.01  -0.46
V  2.81  0.71  3.40  1.13
O  3.15  0.91  4.99  -0.46
O  5.41  2.23  -1.95  -0.46
V  4.12  1.63  -1.22  1.26
O  4.62  0.12  -0.68  -0.58
O  -0.03  0.90  0.28  0.81
C  1.29  0.77  0.32  -0.54
O  1.79  0.46  1.40  0.21
O  1.97  0.98  -0.69  0.01
H  -0.28  0.55  1.14  -0.45
C  -1.56  -1.65  -1.52  -0.10
O  -1.43  -3.09  -1.48  -0.44
P  -1.87  -4.02  -0.21  0.57
O  -1.58  -5.50  -0.34  -0.68
O  -1.23  -3.25  1.06  0.25
C  0.22  -3.32  1.27  -0.81
O  -3.48  -3.59  -0.13  -0.32
C  -4.38  -4.33  0.67  -0.86
H  -1.52  -1.06  -0.60  -0.08
H  -2.42  -1.41  -2.15  0.44
H  -0.74  -1.23  -2.11  0.00
H  0.31  -3.56  2.33  0.24
H  0.80  -2.45  0.96  0.13
H  0.68  -4.12  0.70  0.46
H  -3.91  -5.01  1.38  0.32
H  -5.07  -4.98  0.11  0.30
H  -4.95  -3.72  1.37  0.31
C  4.07  -1.06  -5.72  -0.49
O  3.36  0.13  -5.91  -0.34
P  2.68  0.93  -4.66  0.60
O  3.52  1.15  -3.45  -0.10
O  2.26  2.36  -5.26  -0.44
C  1.40  2.42  -6.42  -0.61
O  1.28  0.15  -4.45  -0.31
C  0.23  0.73  -3.69  -0.40
H  4.27  -1.25  -4.67  0.10
H  5.08  -1.00  -6.14  0.29
H  3.64  -1.96  -6.16  0.29
H  0.56  3.07  -6.17  0.19
H  1.13  1.45  -6.84  0.30
H  1.83  2.92  -7.29  0.34
H  0.50  0.48  -2.66  -0.28
H  -0.75  0.31  -3.90  0.39
H  0.27  1.82  -3.80  0.54
C  -2.28  4.08  3.74  -0.90
O  -1.28  3.01  3.46  0.13
P  0.27  3.42  3.63  0.10
O  1.24  2.28  3.55  0.63
O  0.44  4.56  2.48  -0.43
C  0.27  4.21  1.13  -0.45
O  0.28  4.31  5.00  -0.36
C  0.18  3.66  6.25  -0.38
H  -1.89  5.08  3.56  0.37
H  -2.54  4.06  4.80  0.27
H  -3.23  3.92  3.24  0.32
H  -0.29  5.07  0.75  0.38
H  -0.29  3.29  0.94  0.04
H  1.21  4.19  0.59  0.26
H  0.39  2.60  6.07  -0.08
H  -0.84  3.72  6.62  0.26
H  0.94  3.98  6.96  0.33
C  -0.65  -3.34  5.34  -0.82
O  -1.03  -2.53  4.21  -0.22
P  -0.45  -1.00  4.03  0.28
O  1.05  -0.83  4.09  -0.61
O  -1.21  -0.50  2.70  1.03
C  -2.58  -0.48  2.57  -1.05
O  -1.18  -0.18  5.20  -0.38
C  -0.70  -0.32  6.52  -0.92
H  -1.41  -3.42  6.11  0.30
H  0.11  -2.77  5.86  0.36
H  -0.18  -4.28  5.07  0.32
H  -2.86  -0.59  1.52  0.22
H  -3.03  0.37  3.08  0.25
H  -3.06  -1.34  3.05  0.28
H  -1.36  -0.97  7.09  0.34
H  -0.76  0.62  7.07  0.30
H  0.34  -0.61  6.68  0.44
O  -4.21  1.51  -3.29  -0.63
C  -3.22  2.20  -3.03  0.45
O  -2.54  2.94  -3.85  -0.24
C  -2.84  3.09  -5.18  0.04
C  -3.91  4.16  -5.37  -1.31
C  -2.64  2.22  -1.66  -0.40
H  -3.25  2.17  -5.59  0.35
H  -1.93  3.36  -5.72  0.09
H  -3.76  5.15  -4.95  0.30
H  -4.83  3.74  -4.96  0.35
H  -4.23  4.28  -6.41  0.39
H  -2.85  1.30  -1.11  0.12
H  -3.14  3.03  -1.13  0.43
H  -1.56  2.26  -1.69  0.08
O  2.47  -2.95  -3.18  -0.57
C  2.10  -3.57  -2.15  0.87
O  2.60  -3.58  -0.90  -0.30
C  3.59  -2.67  -0.43  0.60
C  4.28  -3.25  0.84  -1.23
C  1.12  -4.72  -2.31  -0.79
H  3.03  -1.77  -0.18  -0.54
H  4.30  -2.49  -1.23  0.47
H  3.64  -2.98  1.68  0.19
H  5.20  -2.70  1.02  0.37
H  4.51  -4.31  0.77  0.35
H  0.11  -4.31  -2.42  -0.01
H  1.12  -5.38  -1.44  0.29
H  1.40  -5.24  -3.22  0.41


Question: Among the records above, which one has the lowest largest force on an atom?
Answer: C21H51FN4O5P


Question: Among the records above, which one has the lowest net charge?
Answer: C21H51FN4O5P